# 1
The ion CH3O4Si with charge -1 in a non-equilibrium geometry. Source: OMol25; level of theory: wB97M-V/def2-TZVPD.

The molecular weight is 107.12 g/mol. Its net charge is -1. The expectation value of S² is 2.009. Its multiplicity is 3. The calculation puts the energy above the lowest of the compared OMol25 structures with the same formula, charge and spin at 0.0 kJ/mol. The value obtained for the gap between HOMO and LUMO (alpha / beta) is 3.940 / 7.285 eV.

Each line ends with the Mulliken spin population.
Atoms and positions in Å:
C: -1.3849 -0.0042 -0.1297  0.386
O: -1.7545 1.1676 0.1169  0.372
O: -2.0753 -1.0319 -0.2007  0.520
O: 1.0310 1.4679 0.0206  0.020
O: 1.3076 -1.1614 0.8832  0.053
Si: 0.5529 -0.0558 -0.3422  0.645
H: 0.2575 1.9762 0.3054  -0.002
H: 0.8011 -1.9645 0.9253  -0.040
H: 1.2647 -0.3938 -1.5787  0.047



# 2
A cluster of 2 separate species, CH3O6S in total in a non-equilibrium geometry. Source: OMol25; level of theory: wB97M-V/def2-TZVPD.

The molecular weight is 143.10 g/mol. Its net charge is -1. The calculation puts the energy above the lowest of the compared OMol25 structures with the same formula, charge and spin at 0.0 kJ/mol. The value obtained for the gap between HOMO and LUMO is 10.367 eV.

Each line ends with the Mulliken charge.
Atoms and positions in Å:
C: -1.8530 0.0621 -0.2277  0.180
O: 1.1361 -1.3556 0.5670  -0.495
O: 2.9561 0.1418 -0.0165  -0.674
O: 0.9072 1.0587 0.8661  -0.504
O: -1.3510 -1.0522 -0.0686  -0.671
O: -1.4610 1.1773 0.1711  -0.638
O: 0.9557 0.0888 -1.3920  -0.595
S: 1.5280 0.0229 -0.0813  1.142
H: -2.8397 0.0819 -0.7690  0.332
H: 0.1563 -1.3563 0.3500  0.494
H: -0.1347 1.1307 0.6011  0.429



# 3
A cluster of 2 separate species, CH3PS in total in a non-equilibrium geometry. Source: OMol25; level of theory: wB97M-V/def2-TZVPD.

The molecular weight is 78.08 g/mol. The calculation puts the energy above the lowest of the compared OMol25 structures with the same formula, charge and spin at 169.2 kJ/mol. As for the structure (SMILES): C#P.S. The value obtained for the gap between HOMO and LUMO is 10.002 eV.

Each line ends with the Mulliken charge.
Atoms and positions in Å:
C: -3.3277 0.2663 0.3890  -0.109
P: -2.1655 -0.6785 -0.0472  -0.214
H: -3.8082 1.2072 0.4338  0.326
S: 2.9397 -0.7112 0.1957  -0.293
H: 2.3395 0.3598 -0.4145  0.146
H: 4.0222 -0.4435 -0.5570  0.144